C57H52AsGeN5O2Y | ωB97M-V with the def2-TZVPD basis set

Summary:
<S²>	0.75
frontier orbital gap (alpha / beta)	6.276 / 6.424	eV
E_HOMO (alpha / beta)	-11.09 / -11.26	eV
F_max	3.305	eV Å⁻¹
E	-6978.09808	Ha
energy relative to the best compared isomer or geometry (same formula, charge and spin)	164.5	kJ/mol

The geometry in ORCA input format:
```
! RIJCOSX wB97M-V def2-TZVPD def2/J DEFGRID3
* xyz 2 2
Y -1.13 -1.48 1.32
C -1.98 -5.83 -0.52
C -1.94 -4.41 -0.46
N -1.87 -3.78 0.71
C -2.25 -4.51 1.84
C -2.46 -5.90 1.81
C -2.15 -6.55 0.60
C -2.85 -6.64 2.93
C -3.02 -5.99 4.13
C -2.93 -4.58 4.19
C -2.53 -3.81 3.09
N -2.21 -2.52 3.09
C -2.32 -1.64 4.16
C -3.36 -1.73 5.13
C -3.32 -0.94 6.31
C -2.27 -0.07 6.50
C -1.26 0.09 5.54
C -0.17 0.92 5.78
C 0.75 1.12 4.79
C 0.62 0.40 3.56
N -0.36 -0.49 3.34
C -1.33 -0.64 4.35
H -1.93 -6.25 -1.49
H -1.80 -3.88 -1.39
H -2.12 -7.67 0.62
H -2.98 -7.74 2.82
H -3.22 -6.49 5.06
H -3.05 -4.02 5.12
H -4.18 -2.38 5.00
H -4.01 -1.04 7.13
H -2.21 0.58 7.36
H -0.01 1.36 6.75
H 1.57 1.82 4.94
H 1.14 0.74 2.69
C -2.38 -1.28 -3.66
N -0.97 -0.84 -3.38
C -0.05 -0.22 -4.34
C -0.53 -1.14 -2.18
N -0.42 -1.32 -1.03
H -2.43 -2.35 -3.84
H -2.70 -0.79 -4.59
H -2.98 -0.98 -2.83
H 1.01 -0.26 -4.00
H -0.28 0.86 -4.53
H -0.06 -0.78 -5.31
O -2.43 0.16 0.99
As -3.05 1.68 0.42
C -3.25 1.94 -1.49
C -4.56 2.00 -2.09
C -4.67 2.10 -3.49
C -3.54 2.33 -4.28
C -2.28 2.44 -3.66
C -2.15 2.24 -2.28
C -4.66 2.25 1.38
C -5.07 3.58 1.41
C -6.28 3.96 2.03
C -7.07 3.00 2.62
C -6.71 1.69 2.50
C -5.45 1.30 1.98
C -1.78 3.06 1.02
C -1.33 3.11 2.30
C -0.32 3.99 2.74
C 0.12 4.96 1.85
C -0.34 4.95 0.53
C -1.35 4.08 0.16
H -5.43 2.03 -1.47
H -5.65 2.04 -3.94
H -3.59 2.49 -5.31
H -1.45 2.86 -4.24
H -1.12 2.11 -1.82
H -4.46 4.33 0.86
H -6.56 4.99 1.97
H -7.90 3.33 3.19
H -7.34 0.91 2.91
H -5.07 0.25 2.03
H -1.81 2.45 3.02
H 0.16 3.86 3.74
H 0.71 5.80 2.19
H 0.01 5.73 -0.17
H -1.79 4.23 -0.80
C 1.87 -2.95 0.72
O 1.16 -2.09 1.66
H 2.01 -3.96 1.11
H 2.82 -2.48 0.54
H 1.30 -2.89 -0.20
H 1.53 -2.05 2.57
C 3.86 3.33 -2.14
Ge 4.48 1.52 -1.68
C 6.34 1.91 -1.18
C 7.37 1.39 -1.95
C 8.70 1.68 -1.64
C 9.03 2.43 -0.53
C 8.02 2.92 0.23
C 6.71 2.71 -0.09
C 4.57 0.54 -3.38
C 4.66 1.28 -4.57
C 4.50 0.68 -5.81
C 4.43 -0.74 -5.84
C 4.61 -1.54 -4.72
C 4.53 -2.95 -4.79
C 4.27 -3.72 -3.67
C 4.30 -3.12 -2.37
C 4.36 -1.74 -2.27
C 4.53 -0.87 -3.42
H 4.73 3.96 -2.12
H 3.15 3.61 -1.34
H 3.37 3.36 -3.10
H 7.26 0.67 -2.72
H 9.48 1.23 -2.19
H 10.07 2.71 -0.28
H 8.20 3.56 1.13
H 5.94 3.17 0.52
H 4.75 2.37 -4.55
H 4.41 1.18 -6.74
H 4.11 -1.30 -6.70
H 4.77 -3.33 -5.77
H 3.96 -4.74 -3.79
H 4.06 -3.70 -1.47
H 4.17 -1.26 -1.32
*
```